The following is a DFT calculation (wB97M-V/def2-TZVPD) of the ion C4H8NO2 with charge +1 at a distorted geometry.

```
! RIJCOSX wB97M-V def2-TZVPD def2/J DEFGRID3
* xyz 1 1
O 0.25959 2.23097 -1.45035
O -2.18675 0.69298 0.73019
N -0.42641 -1.43895 1.13457
C 0.11693 -0.17758 0.49209
C -0.99879 1.02538 0.64634
C 0.69490 -0.17789 -0.96432
C 0.74749 1.13251 -1.63670
H 1.65840 -0.70587 -0.81812
H -0.08856 -1.41200 2.11326
H -0.31152 -2.37364 0.76828
H 0.11765 -0.92892 -1.70809
H 1.62400 1.07128 -2.38591
H -0.71054 2.12961 0.64048
H -1.39155 -1.28680 1.32608
H 0.89516 0.21892 1.11220
*
```

Output
* SMILES: [NH3+][C@H](C=O)CC=O
* E_LUMO: -4.02 eV
* gap between HOMO and LUMO: 0.373 Ha
* energy above the lowest of the compared OMol25 structures with the same formula, charge and spin: 258.6 kJ/mol
* HOMO: -14.16 eV

***

The following is a DFT calculation (wB97M-V/def2-TZVPD) of a structure of composition C23H14ClN5O6SeTi.

```
! RIJCOSX wB97M-V def2-TZVPD def2/J DEFGRID3
* xyz -2 3
Se -0.08076 1.62759 -2.44729
Ti 0.32177 0.66880 -0.05617
Cl -4.32093 -4.80500 -1.03463
O 1.72124 -3.00564 -0.62461
O -1.49816 1.11969 0.35866
O -3.36988 1.27570 1.55086
O 0.99392 -4.96167 1.13881
O 1.44469 -0.74995 -0.61180
O -0.07173 -5.00805 3.11287
N 1.35154 5.04999 4.19029
N 1.73334 6.61213 0.08422
N -0.38854 -2.20926 3.12470
N 1.40421 2.22169 0.83289
N 0.25337 -0.68606 1.68435
C 4.05640 1.98819 -4.66156
C -2.65455 -2.67156 -1.04990
C 3.98428 1.36622 -3.42421
C 2.89498 2.49121 -5.23170
C -0.36490 -0.89102 2.82094
C 0.36253 -4.34804 2.16310
C 0.64578 -1.92847 1.18846
C 1.45479 4.61889 1.66712
C -0.97498 0.16988 3.66597
C 0.24394 -2.92953 2.10046
C -2.64472 0.67931 0.76904
C -3.04699 -0.67701 0.25780
C -4.61580 -2.51245 0.36113
C 1.59894 5.71049 0.79283
C 1.31324 -1.96466 -0.06494
C -4.22039 -1.25069 0.75325
C 1.45097 3.32837 1.19557
C -3.82238 -3.21115 -0.53795
C 1.39265 4.84850 3.05369
C 2.77365 1.24607 -2.75988
C 1.68286 2.37723 -4.57290
C 1.60300 1.75521 -3.32475
C -2.27468 -1.40018 -0.65358
H 2.72651 0.72577 -1.81602
H 5.00547 2.07707 -5.17766
H 4.87831 0.95576 -2.96920
H -0.70973 1.14672 3.26734
H -0.62594 0.09566 4.69739
H -5.52021 -2.96235 0.74711
H 2.93289 2.98266 -6.19781
H -4.80417 -0.68010 1.46216
H 1.30312 -4.29789 0.45989
H -2.04704 -3.23356 -1.74456
H -1.38635 -0.97190 -1.10282
H 0.78031 2.77872 -5.01712
H -0.80281 -2.65499 3.92383
H -2.06309 0.09365 3.65633
*
```

Output
* E_LUMO (spin up / spin down): 4.10 / 4.10 eV
* gap between HOMO and LUMO (spin up / spin down): 0.157 / 0.248 Ha
* HOMO (spin up / spin down): -0.19 / -2.66 eV